Entry from OMol25: a 3-piece molecular cluster, C4H13NO2 overall in a non-equilibrium geometry (ωB97M-V/def2-TZVPD).

```
! RIJCOSX wB97M-V def2-TZVPD def2/J DEFGRID3
* xyz 0 1
C 0.287 0.687 -1.700
C 0.504 0.200 -0.265
C -0.404 0.194 0.706
C -0.630 -0.390 2.125
N -1.408 1.185 0.655
H 0.287 1.777 -1.691
H 1.022 0.383 -2.517
H -0.570 0.397 -2.100
H 1.504 -0.360 -0.178
H -1.687 -0.915 2.103
H -0.667 0.445 2.862
H -0.001 -1.278 2.361
H -2.324 0.747 0.991
H -1.440 1.710 -0.198
O -1.607 -3.129 -1.623
H -1.234 -2.418 -1.129
H -2.528 -2.724 -1.747
O 3.389 1.395 0.298
H 4.068 0.979 -0.126
H 3.439 1.113 1.171
*
```

For the highest occupied orbital energy, the calculation gives -8.102 eV. For the lowest unoccupied orbital energy, the calculation gives 0.67 eV. For the largest force on an atom, the calculation gives 4.71 eV/Å. For the energy above the lowest of the compared OMol25 structures with the same formula, charge and spin, the calculation gives 219.7 kJ/mol. As for the SMILES: C/C=C(/C)N.O.O. Its electronic energy is -9941.920 eV. The gap between HOMO and LUMO is 8.77 eV.